Entry 1:
5 unconnected molecules or ions with the total composition C29H51BrF5N3O17. Source: the OMol25 dataset; level of theory: the ωB97M-V functional and the def2-TZVPD basis.

```
106
C29H51BrF5N3O17 | the OMol25 dataset | the ωB97M-V functional and the def2-TZVPD basis
C 0.75236 4.49101 1.24964
C 0.28535 3.10402 0.77744
C 0.58257 2.82070 -0.69127
N 1.98661 2.50874 -1.00043
C 2.65262 1.46338 -0.31873
Br 3.50199 2.15525 1.37124
C 1.90539 0.18001 0.11628
C 0.83780 -0.39856 -0.83791
O -0.47357 -0.31857 -0.33679
C -0.74842 -1.22132 0.72912
C -0.91459 -0.49097 2.06472
O -0.08505 -1.10761 3.03969
C -0.65313 -1.18930 4.33422
C 0.46243 -1.27519 5.37279
C 3.07173 -0.81530 0.24739
O 3.01445 -1.87766 0.79180
N 4.24199 -0.33257 -0.40271
C 3.85585 0.87293 -1.13844
C 3.46523 0.40724 -2.55179
C 4.64213 0.04615 -3.46930
C 5.12624 -1.42116 -3.38773
C 6.55339 -1.59920 -2.90546
F 6.64419 -1.59998 -1.56668
F 7.34505 -0.59992 -3.36490
C 7.18569 -2.93846 -3.39428
F 6.24110 -3.87243 -3.57016
F 8.06751 -3.40920 -2.51662
F 7.81469 -2.75837 -4.56181
O 4.85416 1.87547 -1.21952
N 6.19674 1.37968 -1.06443
O 6.89854 2.24663 -0.76008
H -0.05264 4.99472 1.78817
H 1.02849 5.12876 0.40909
H 1.59113 4.42586 1.94072
H -0.80354 3.05663 0.86043
H 0.67944 2.32557 1.42982
H -0.11065 2.06500 -1.07495
H 0.35796 3.74197 -1.23620
H 2.10436 2.40500 -1.99536
H 1.54440 0.26487 1.13977
H 0.82706 0.16802 -1.76987
H 1.09021 -1.43741 -1.07989
H -1.67394 -1.74940 0.49035
H 0.05031 -1.95959 0.84254
H -0.58473 0.54691 1.94760
H -1.95391 -0.50302 2.40259
H -1.26368 -0.30183 4.53456
H -1.29707 -2.07347 4.41801
H 0.17168 -0.72545 6.27000
H 1.37864 -0.84014 4.97717
H 0.64449 -2.30199 5.68913
H 4.93880 -0.18796 0.32244
H 2.84374 -0.48590 -2.45787
H 2.86075 1.14657 -3.07739
H 5.47153 0.74107 -3.35940
H 4.27224 0.19297 -4.48461
H 4.47805 -1.99183 -2.72286
H 5.07194 -1.85837 -4.38477
C -5.71938 -2.46994 -1.22379
O -5.89569 -3.75280 -0.60928
C -5.32887 -3.87060 0.59081
O -4.71017 -3.01258 1.16511
O -5.57147 -5.09793 1.04873
C -5.01693 -5.36529 2.34241
H -6.23265 -2.52876 -2.17852
H -6.16364 -1.68693 -0.61200
H -4.66236 -2.26324 -1.37874
H -5.43313 -4.68629 3.08405
H -3.93343 -5.26742 2.32075
H -5.29433 -6.38848 2.57561
C -4.07913 2.59027 6.41776
O -2.66192 2.40429 6.34973
C -1.95233 3.33767 6.98435
O -2.40219 4.28025 7.58177
O -0.66047 3.04508 6.84074
C 0.22853 3.97116 7.47429
H -4.51116 1.76320 5.86249
H -4.41987 2.56382 7.45093
H -4.36384 3.53552 5.95979
H 0.05061 3.99879 8.54753
H 0.10408 4.96790 7.05567
H 1.22965 3.60369 7.27119
C -8.82552 -3.75153 0.21355
O -10.12920 -3.50998 0.75492
C -10.78333 -2.50859 0.17055
O -10.36972 -1.82669 -0.73219
O -11.97470 -2.38663 0.75534
C -12.78845 -1.33846 0.22021
H -8.40968 -4.57992 0.77857
H -8.88910 -4.02141 -0.83839
H -8.19792 -2.87123 0.33221
H -12.99430 -1.51366 -0.83394
H -12.29992 -0.37374 0.34283
H -13.71256 -1.36328 0.78944
C 7.84219 0.40104 -6.34911
O 7.73977 1.72920 -6.87788
C 6.49351 2.11043 -7.14132
O 5.49863 1.45341 -6.95727
O 6.52652 3.34593 -7.63795
C 5.24313 3.88693 -7.96389
H 8.89760 0.22861 -6.16290
H 7.28772 0.32248 -5.42050
H 7.46841 -0.32495 -7.06917
H 4.61561 3.94528 -7.07647
H 4.75211 3.27921 -8.72153
H 5.43318 4.88318 -8.35097
```

The total charge is 0. Its spin multiplicity is 1. The lowest unoccupied orbital energy comes out at -0.1 eV. The calculation puts the HOMO-LUMO gap at 9.26 eV. As for the HOMO energy: -9.32 eV.

Entry 2:
A single C4H6O2S4 molecule in a non-equilibrium geometry. Source: the OMol25 dataset; level of theory: the ωB97M-V functional and the def2-TZVPD basis.

```
16
C4H6O2S4 | the OMol25 dataset | the ωB97M-V functional and the def2-TZVPD basis
O -2.52768 0.08235 0.46254
C -1.38698 0.15896 0.09349
C -0.34425 -1.29530 -0.49763
S -0.42809 -2.80959 0.44115
S -0.77776 -1.61323 -2.28820
C 1.07260 -0.55778 -0.35591
O 0.84905 0.90329 -0.35349
C -0.38706 1.26320 0.13951
S -1.08663 2.66694 -0.78054
S -0.06466 1.79664 1.98673
H -0.24882 -3.74783 -0.51311
H -1.91395 -1.05642 -2.28872
H 1.79546 -0.84093 0.55268
H 1.58191 -0.80516 -1.38778
H 0.01394 2.87271 -1.49809
H -1.30793 2.38294 2.33877
```

The total charge is 0. Its spin multiplicity is 1. The lowest unoccupied orbital energy comes out at -0.2 eV. The calculation puts the HOMO-LUMO gap at 8.87 eV. The calculation puts the relative energy (zero: lowest compared OMol25 entry of this formula, charge and spin) at 186.21 kJ/mol. As for the HOMO energy: -9.08 eV.

Entry 3:
A single C7H14O molecule in a non-equilibrium geometry. Source: the OMol25 dataset; level of theory: the ωB97M-V functional and the def2-TZVPD basis.

```
22
C7H14O | the OMol25 dataset | the ωB97M-V functional and the def2-TZVPD basis
C 2.02854 1.55449 -0.91906
C 1.98013 0.82099 0.17766
C 0.79110 0.08783 0.89010
C -0.47984 -0.13409 0.09489
C -1.29506 1.14065 -0.09885
C -0.22684 -0.84007 -1.23624
C -1.34314 -1.11853 1.03791
O -0.75389 -2.37292 1.25809
H 1.17946 1.75250 -1.55140
H 2.95358 2.00216 -1.24976
H 2.89931 0.70038 0.74362
H 1.17858 -0.88115 1.21518
H 0.56521 0.67850 1.78314
H -0.74169 1.87576 -0.67448
H -1.54686 1.58381 0.86245
H -2.22046 0.91954 -0.62864
H 0.20374 -0.15717 -1.96141
H -1.16304 -1.22018 -1.64537
H 0.47092 -1.66639 -1.11194
H -1.47677 -0.67419 2.02637
H -2.33516 -1.23011 0.57784
H -0.66782 -2.82180 0.40990
```

The total charge is 0. Its spin multiplicity is 1. The lowest unoccupied orbital energy comes out at 0.8 eV. The calculation puts the HOMO-LUMO gap at 10.56 eV. The calculation puts the relative energy (zero: lowest compared OMol25 entry of this formula, charge and spin) at 104.07 kJ/mol. As for the HOMO energy: -9.74 eV.

Entry 4:
A molecular structure, C13H22N3O10P2Ru. Source: the OMol25 dataset; level of theory: the ωB97M-V functional and the def2-TZVPD basis.

```
51
C13H22N3O10P2Ru | the OMol25 dataset | the ωB97M-V functional and the def2-TZVPD basis
Ru -1.31304 -1.91064 0.27358
N -2.79819 -0.82600 1.90430
C -2.99256 -1.53232 3.19796
C -3.54357 -2.92937 2.92051
C -2.52547 -3.54450 2.00909
O -1.48281 -3.96167 2.48304
O -2.74555 -3.36662 0.69601
H -2.32834 0.06309 2.04031
H -3.69966 -0.66248 1.47564
H -3.65534 -0.97171 3.85282
H -2.02050 -1.61407 3.67827
H -4.52301 -2.87589 2.43897
H -3.60961 -3.49845 3.84320
O 2.12673 -3.67300 -1.41383
P 1.07300 -2.83507 -0.59430
O 0.21342 -3.63737 0.36049
O 0.17702 -2.03840 -1.51450
O 1.95081 -1.83962 0.29335
P 1.43766 -1.24196 1.74660
O 1.36365 -2.50484 2.69208
O 2.38379 -0.23239 2.21129
O -0.02966 -0.77542 1.45763
H 2.68092 -4.24049 -0.85739
H 0.76853 -3.20972 2.37110
C 3.42830 2.77352 -3.19687
C 2.84697 3.41363 -1.94427
N 1.70720 2.67130 -1.39291
C 1.93904 1.89074 -0.16537
C 2.91934 0.74386 -0.35345
C 0.51673 2.84928 -1.99485
O 0.33300 3.59247 -2.95518
C -0.67047 2.06974 -1.49482
C -1.87745 2.73548 -1.36276
C -3.01256 2.02336 -1.01268
C -2.89692 0.66728 -0.80243
N -1.73377 0.01359 -0.93376
C -0.64364 0.70695 -1.29213
H 4.28797 3.35218 -3.54667
H 2.67951 2.76043 -3.99077
H 3.75719 1.74941 -3.00447
H 2.51093 4.42232 -2.17287
H 3.59622 3.47503 -1.15415
H 0.99163 1.51101 0.20590
H 2.31336 2.57394 0.60004
H 2.57742 0.05923 -1.13597
H 2.99967 0.18627 0.58096
H 3.91034 1.11135 -0.62814
H -1.91630 3.80117 -1.54947
H -3.97296 2.50740 -0.91155
H -3.76353 0.06702 -0.55726
H 0.26457 0.13095 -1.40030
```

The total charge is 0. Its expectation value of S² is 8.7577. Its spin multiplicity is 6. The lowest unoccupied orbital energy (spin up / spin down) comes out at -0.3 / -1.9 eV. The calculation puts the HOMO-LUMO gap (spin up / spin down) at 9.08 / 7.45 eV. The calculation puts the relative energy (zero: lowest compared OMol25 entry of this formula, charge and spin) at 73.84 kJ/mol. As for the HOMO energy (spin up / spin down): -9.38 / -9.39 eV.

Entry 5:
8 unconnected molecules or ions with the total composition C29H57Br2N7O11 in a non-equilibrium geometry. Source: the OMol25 dataset; level of theory: the ωB97M-V functional and the def2-TZVPD basis.

```
106
C29H57Br2N7O11 | the OMol25 dataset | the ωB97M-V functional and the def2-TZVPD basis
C 0.81317 2.55846 0.67021
C -0.12226 2.01626 -0.55032
Br -1.55506 3.24128 -1.23661
C 0.05460 0.71263 -1.13142
Br -1.14363 0.17064 -2.64723
C 1.16393 -0.26415 -0.54679
O 2.21665 -0.75809 -1.45986
C 2.89669 -1.69672 -0.58091
O 4.06712 -2.14556 -0.70220
O 2.04003 -2.10096 0.52569
C 0.70731 -1.70256 0.02406
C -0.52935 -1.78105 1.03540
C -0.73748 -0.44159 1.91769
O 0.02561 -0.26061 2.90573
H 1.88614 2.29923 0.35799
H 0.57061 2.02254 1.65395
H 0.72426 3.69414 0.72548
H 1.81940 0.11256 0.33208
H 0.53559 -2.46641 -0.80871
H -1.49361 -1.92321 0.41187
H -0.39310 -2.67876 1.75165
H -1.52425 0.33841 1.62832
C 3.12807 6.65106 -1.22042
N 1.69910 6.44126 -1.18924
C 0.97680 6.33599 -2.44214
C 1.01207 6.33881 -0.01450
O -0.18981 6.16242 0.08937
H 3.34221 7.58653 -1.74542
H 3.59627 5.81763 -1.74945
H 3.53508 6.70778 -0.20964
H 0.21831 7.12169 -2.48464
H 0.47964 5.36663 -2.48592
H 1.65789 6.43739 -3.28830
H 1.66003 6.43381 0.87251
C -1.64420 5.58278 -7.82804
N -1.12004 5.86595 -6.50772
C -0.64582 7.20395 -6.21282
C -1.05869 4.91299 -5.53282
O -0.63067 5.08606 -4.40640
H -0.86484 5.77643 -8.56963
H -2.50058 6.23488 -8.01860
H -1.96262 4.54206 -7.90733
H 0.40737 7.15539 -5.92466
H -1.21951 7.61130 -5.37657
H -0.75810 7.85059 -7.08428
H -1.44364 3.93386 -5.86080
C -2.82082 -3.20837 6.38310
N -3.17726 -2.52349 5.15588
C -4.37879 -1.71172 5.13060
C -2.42030 -2.61657 4.02400
O -2.66679 -2.06524 2.96251
H -3.63015 -3.88996 6.65794
H -2.68081 -2.46686 7.17444
H -1.90031 -3.77821 6.25939
H -5.05526 -2.09637 4.36290
H -4.11088 -0.68284 4.87791
H -4.87580 -1.73350 6.10145
H -1.53306 -3.25480 4.14878
C 6.80904 2.48201 0.20889
N 5.73346 3.45208 0.16712
C 6.04974 4.85791 0.32898
C 4.43397 3.08393 -0.01955
O 3.48410 3.84637 -0.06474
H 7.31170 2.54938 1.17705
H 7.52129 2.70566 -0.58942
H 6.42728 1.46863 0.07385
H 5.51344 5.24803 1.19781
H 5.72212 5.40346 -0.55918
H 7.12289 4.99508 0.46854
H 4.30625 1.99440 -0.13105
C 2.67626 -1.82330 -6.75400
N 1.42476 -1.17763 -6.41584
C 1.01305 -1.12913 -5.02564
C 0.62137 -0.61376 -7.36337
O -0.43938 -0.05746 -7.14624
H 2.63586 -2.86776 -6.43423
H 3.49175 -1.31319 -6.23480
H 2.85791 -1.78528 -7.82952
H 0.04851 -1.63172 -4.92082
H 0.89974 -0.08620 -4.72261
H 1.75264 -1.61788 -4.38945
H 1.02724 -0.70629 -8.38419
C 1.80692 -7.23680 5.27981
N 0.56285 -6.57749 5.62193
C 0.15769 -6.52138 7.01340
C -0.23788 -6.00875 4.67762
O -1.29411 -5.44034 4.89894
H 1.75730 -8.27983 5.60238
H 2.62953 -6.73358 5.79406
H 1.98425 -7.20327 4.20365
H -0.81147 -7.01402 7.12443
H 0.05616 -5.47598 7.31519
H 0.89511 -7.01595 7.64693
H 0.16215 -6.10765 3.65571
C -5.00592 -5.28571 2.77384
N -6.44045 -5.48621 2.81096
C -7.16698 -5.59200 1.56075
C -7.12883 -5.57859 3.98532
O -8.32997 -5.74625 4.08539
H -4.79156 -4.35532 2.24150
H -4.54325 -6.12459 2.24730
H -4.59221 -5.22442 3.78213
H -7.91929 -4.80069 1.51553
H -7.67339 -6.55960 1.52134
H -6.48601 -5.49945 0.71349
H -6.48209 -5.48523 4.87327
```

The total charge is 0. Its spin multiplicity is 1. The lowest unoccupied orbital energy comes out at 0.4 eV. The calculation puts the HOMO-LUMO gap at 8.88 eV. As for the HOMO energy: -8.46 eV.

Entry 6:
A single C5H8N2 molecule. Source: the OMol25 dataset; level of theory: the ωB97M-V functional and the def2-TZVPD basis.

```
15
C5H8N2 | the OMol25 dataset | the ωB97M-V functional and the def2-TZVPD basis
C 0.94988 -2.66823 1.16365
C 0.56071 -0.43002 0.30967
C 0.38081 0.13232 -0.85600
N -0.64538 1.06800 -1.11528
C -0.83926 2.07383 -0.23101
N -1.70603 2.98550 -0.68677
C 0.91003 -1.16875 1.32517
H 1.18874 -3.17426 2.09831
H 0.03132 -3.07823 0.73398
H 1.75961 -2.86607 0.45164
H 1.13460 0.00183 -1.63267
H -1.03972 1.06677 -2.05725
H -1.86370 3.80321 -0.12265
H -2.16665 2.96684 -1.59506
H 1.34504 -0.71275 2.21426
```

The total charge is 0. Its spin multiplicity is 1. The lowest unoccupied orbital energy comes out at 1.1 eV. The calculation puts the HOMO-LUMO gap at 9.28 eV. The calculation puts the relative energy (zero: lowest compared OMol25 entry of this formula, charge and spin) at 329.98 kJ/mol. As for the HOMO energy: -8.19 eV.

| no. | DFT total energy (hartree) |
| --- | --- |
| 1 | -5652.22852 |
| 2 | -1899.14416 |
| 3 | -350.31983 |
| 4 | -2203.10082 |
| 5 | -7498.03562 |
| 6 | -304.70981 |